DFT (ωB97M-V/def2-TZVPD) results for a cluster of 15 separate species, C4H39NO15 in total in a non-equilibrium geometry.

Largest force on an atom: 5.2 eV Å⁻¹
Energy relative to the best compared isomer or geometry (same formula, charge and spin): 521.0 kJ/mol
Orbital gap: 9.12 eV
LUMO level: 0.00674 hartree
HOMO: -8.94 eV
Total energy: -1359.02878 hartree

Cartesian coordinates (Å):
C  -2.060  -1.713  2.281
N  -1.349  -0.415  2.493
C  -3.017  0.776  1.009
C  -1.492  0.391  1.304
C  -1.094  -0.433  -0.084
O  -1.766  0.105  -1.223
H  -2.006  -2.449  3.139
H  -1.584  -2.338  1.477
H  -3.108  -1.588  2.056
H  -1.828  0.155  3.161
H  -2.922  1.798  0.589
H  -3.771  0.906  1.901
H  -3.594  -0.120  0.691
H  -0.916  1.277  1.283
H  0.046  -0.462  -0.290
H  -1.360  -1.457  -0.161
H  -1.529  1.129  -1.320
H  1.835  1.859  2.890
H  0.853  2.272  4.062
O  1.471  2.686  3.379
H  1.362  -2.571  -2.855
H  -0.262  -2.238  -3.157
O  0.397  -2.796  -2.651
H  -3.824  -0.397  -1.560
H  -4.181  -0.753  -3.087
O  -4.455  -0.468  -2.209
H  -1.180  -0.540  -3.343
H  -2.034  -1.128  -4.458
O  -1.134  -1.069  -4.079
H  0.900  0.076  2.041
H  2.205  0.033  1.266
O  1.860  0.232  2.232
H  2.600  3.057  1.103
H  1.192  3.449  0.982
O  2.022  3.586  0.566
H  2.424  -2.796  1.446
H  3.795  -3.012  1.093
O  3.076  -2.552  0.831
H  1.014  -5.228  -1.537
H  0.229  -3.919  -1.457
O  0.554  -4.713  -0.937
H  0.860  1.139  -0.840
H  1.351  2.713  -0.681
O  0.916  1.999  -1.308
H  -0.775  4.525  2.019
H  0.467  3.666  2.515
O  -0.242  3.679  1.857
H  0.484  -4.982  2.205
H  0.408  -4.180  1.077
O  0.130  -4.097  1.931
H  2.420  1.549  -2.328
H  3.894  1.868  -1.739
O  3.266  1.206  -2.200
H  -0.040  3.517  -1.778
H  -1.186  4.108  -2.748
O  -0.933  3.778  -1.834
H  2.637  0.349  -0.667
H  2.555  -1.104  -0.365
O  2.088  -0.253  -0.249

Here are the natural (NBO) charges for atoms 1 to 5, given in e: atom 1 (C): -0.4358, atom 2 (N): -0.6404, atom 3 (C): -0.6894, atom 4 (C): -0.0836, atom 5 (C): -0.0995